Arrangement a

C11H22N6O4 | ωB97M-V with the def2-TZVPD basis set

Geometry as XYZ:
```
43
Properties=species:S:1:pos:R:3
H -5.165 -0.528 1.582
N -6.118 -0.669 1.324
C -6.337 -0.750 0.113
N -7.588 -0.693 -0.605
N -5.243 -1.009 -0.766
C -3.971 -0.704 -0.306
C -3.655 0.657 0.286
C -2.094 0.777 0.589
C -1.082 0.493 -0.465
N -0.726 -0.991 -0.433
C 0.264 1.300 -0.068
O 0.147 2.565 0.190
N 1.320 0.548 -0.016
C 2.649 0.969 0.513
C 3.711 -0.205 0.777
C 4.149 -1.131 -0.424
C 4.783 -2.364 0.039
N 5.804 -2.659 -0.767
O 4.276 -3.018 0.967
C 3.297 2.179 -0.118
O 4.494 2.028 -0.184
O 2.602 3.213 -0.497
H -8.372 -0.308 0.007
H -7.529 -0.286 -1.651
H -5.353 -1.800 -1.437
H -3.838 -1.557 0.476
H -3.290 -0.905 -1.075
H -4.205 0.772 1.421
H -3.921 1.540 -0.497
H -2.101 1.878 0.983
H -1.809 0.122 1.485
H -1.466 0.944 -1.406
H -0.672 -1.657 -1.357
H -1.258 -1.311 0.386
H 1.098 -0.552 0.130
H 2.688 1.310 1.529
H 3.218 -1.033 1.484
H 4.644 0.217 1.199
H 4.879 -0.615 -1.074
H 3.255 -1.511 -0.877
H 6.508 -1.756 -1.059
H 6.510 -3.439 -0.473
H 1.610 3.148 -0.342
```

## Properties
Frontier orbital gap = 9.253 eV
Charge = 0
HOMO energy = -8.93 eV


Arrangement b

C11H22N6O4 | ωB97M-V with the def2-TZVPD basis set

Geometry as XYZ:
```
43
Properties=species:S:1:pos:R:3
H -7.112 -0.656 -0.279
N -6.159 -0.501 -0.477
C -5.467 -0.075 0.529
N -5.897 0.195 1.776
N -4.118 0.343 0.352
C -3.543 0.556 -0.936
C -1.973 0.527 -0.961
C -1.419 -0.831 -0.783
C 0.100 -1.008 -0.551
N 0.422 -2.298 -0.701
C 0.590 -0.500 0.823
O -0.038 -0.020 1.701
N 1.940 -0.502 0.906
C 3.047 -0.884 -0.018
C 4.218 0.066 0.053
C 4.070 1.406 -0.649
C 3.443 2.453 0.319
N 3.054 3.697 -0.250
O 3.214 2.221 1.517
C 3.542 -2.300 0.356
O 4.457 -2.859 -0.162
O 2.803 -2.849 1.303
H -5.200 0.327 2.498
H -6.655 -0.348 2.258
H -3.725 0.955 1.082
H -3.901 -0.254 -1.590
H -3.911 1.521 -1.435
H -1.538 1.247 -0.270
H -1.702 0.904 -1.916
H -1.882 -1.268 0.159
H -1.743 -1.475 -1.541
H 0.746 -0.410 -1.144
H 0.006 -2.713 -1.506
H 0.408 -2.806 0.155
H 2.158 0.428 1.340
H 2.601 -0.975 -1.007
H 5.132 -0.494 -0.251
H 4.289 0.258 1.125
H 3.408 1.275 -1.434
H 5.029 1.772 -0.969
H 2.412 4.311 0.321
H 2.795 3.717 -1.211
H 2.100 -2.152 1.469
```

## Properties
Frontier orbital gap = 8.972 eV
Charge = 0
HOMO energy = -8.70 eV


What should be chosen as the most stable of them? Choose arrangement b.


Arrangement a

C4H7N2O2 | ωB97M-V with the def2-TZVPD basis set

Geometry as XYZ:
```
15
Properties=species:S:1:pos:R:3
C 2.314 -0.217 -0.637
C -0.800 -0.210 -0.390
C 0.016 0.567 0.357
C -2.017 -0.863 0.265
N 2.259 -0.565 0.491
N 0.139 1.752 0.795
O 2.177 0.072 -1.755
O -0.489 -0.811 -1.568
H -2.069 -1.884 -0.146
H -2.826 -0.204 -0.229
H -2.201 -0.927 1.355
H 2.751 -0.962 1.293
H -0.295 2.537 0.440
H 0.320 -0.306 -1.985
H 0.721 2.020 1.713
```

## Properties
Frontier orbital gap = 9.544 eV
Charge = +1
HOMO energy = -14.16 eV


Arrangement b

C4H7N2O2 | ωB97M-V with the def2-TZVPD basis set

Geometry as XYZ:
```
15
Properties=species:S:1:pos:R:3
C 2.412 0.212 -0.250
C 0.966 -0.241 -0.141
N 0.049 0.529 0.425
C -1.193 -0.080 0.271
C -2.604 0.385 0.431
O -2.176 0.661 -0.917
O -0.924 -1.365 -0.079
N 0.403 -1.356 -0.595
H 3.161 -0.340 -0.884
H 2.775 0.422 0.722
H 2.404 1.215 -0.553
H 0.092 1.459 0.706
H -3.320 -0.479 0.541
H -2.778 1.238 1.123
H 0.732 -2.259 -0.800
```

## Properties
Frontier orbital gap = 9.854 eV
Charge = +1
HOMO energy = -14.18 eV


What should be chosen as the most stable of them? Choose arrangement a.